Below is 6 unconnected molecules or ions with the total composition C10H16Cl12O2 at a distorted geometry, with properties calculated with ωB97M-V/def2-TZVPD.

```
40
Properties=species:S:1:pos:R:3
C -0.349 5.050 2.177
Cl -0.183 4.006 3.620
Cl 0.555 6.531 2.502
Cl -2.016 5.346 1.703
H 0.121 4.413 1.428
C -4.343 -1.107 -1.163
Cl -5.867 -1.775 -1.791
Cl -3.030 -1.188 -2.351
Cl -3.906 -2.036 0.280
H -4.469 -0.071 -0.848
C -0.521 1.653 -0.737
Cl -2.281 1.773 -0.849
Cl -0.076 1.548 0.963
Cl 0.116 3.168 -1.444
H -0.144 0.779 -1.268
C 0.304 -3.419 -2.139
Cl 0.565 -2.662 -3.631
Cl -0.281 -2.200 -0.955
Cl 1.754 -4.239 -1.434
H -0.552 -4.091 -2.210
C 2.903 0.845 -3.007
C 3.041 -0.043 -1.814
O 2.410 0.103 -0.795
C 4.059 -1.207 -1.975
H 2.073 1.523 -2.805
H 2.711 0.289 -3.924
H 3.808 1.426 -3.187
H 4.967 -0.717 -2.327
H 3.712 -1.881 -2.758
H 4.236 -1.755 -1.049
C -0.658 -1.992 2.351
C -0.532 -1.161 3.656
O 0.220 -1.551 4.547
C -1.417 0.057 3.771
H -1.653 -2.426 2.253
H 0.034 -2.833 2.391
H -0.497 -1.288 1.534
H -2.214 -0.114 4.494
H -1.780 0.313 2.775
H -0.819 0.935 4.017
```

Results
Total charge   +1
2S+1   2
Strongest force on any atom   2.357 eV/Å
E_LUMO (alpha / beta)   -5.07 / -8.79 eV

Taken from the natural (NBO) analysis, the atomic charges in e are: C -0.283; Cl -0.039; Cl 0.050; Cl 0.043; H 0.231; C -0.273; Cl 0.046; Cl 0.023; Cl -0.026; H 0.234; C -0.271; Cl 0.012; Cl -0.014; Cl 0.027; H 0.256; C -0.278; Cl 0.086; Cl -0.052; Cl 0.017; H 0.242; C -0.736; C 0.622; O -0.583; C -0.721; H 0.230; H 0.238; H 0.249; H 0.231; H 0.234; H 0.233; C -0.655; C 0.636; O -0.054; C -0.696; H 0.295; H 0.271; H 0.298; H 0.301; H 0.282; H 0.297


Below is a molecular structure, C10H16Cl3FOV at a distorted geometry, with properties calculated with ωB97M-V/def2-TZVPD.

```
32
Properties=species:S:1:pos:R:3
C -0.331 -1.104 0.517
C 0.038 -0.961 -0.861
C -0.203 0.383 -1.252
C 0.369 -2.082 -1.761
C -0.694 1.105 -0.116
C -0.847 0.163 0.969
C -1.557 0.424 2.247
C -0.345 -2.380 1.270
C -0.188 0.886 -2.639
C -1.122 2.521 -0.096
V 1.393 0.467 0.614
Cl 2.898 -0.230 -2.534
Cl 2.968 -1.091 0.254
Cl 2.381 2.011 -0.697
H 0.696 -2.956 -1.195
H 1.198 -1.782 -2.422
H -0.488 -2.359 -2.389
H 0.764 0.592 -3.117
H -0.254 1.974 -2.659
H -1.010 0.463 -3.222
H -0.449 3.133 -0.702
H -1.120 2.910 0.921
H -2.138 2.629 -0.501
H -1.404 1.455 2.576
H -1.204 -0.256 3.028
H -2.639 0.268 2.126
H 0.469 -3.029 0.932
H -1.294 -2.913 1.114
H -0.216 -2.193 2.339
O 1.611 -0.394 2.464
H 1.520 0.337 3.105
F 1.197 2.008 1.689
```

Results
Total charge   -2
2S+1   2
Strongest force on any atom   2.440 eV/Å
E_LUMO (alpha / beta)   5.42 / 5.42 eV

Taken from the natural (NBO) analysis, the atomic charges in e are: C -0.066; C -0.008; C -0.001; C -0.686; C -0.084; C -0.080; C -0.624; C -0.631; C -0.683; C -0.629; V 1.094; Cl -0.909; Cl -0.374; Cl -0.401; H 0.208; H 0.305; H 0.181; H 0.304; H 0.206; H 0.185; H 0.238; H 0.223; H 0.183; H 0.221; H 0.223; H 0.186; H 0.232; H 0.182; H 0.237; O -1.019; H 0.434; F -0.646


Below is a molecular structure, C10H16Cl3FOW at a distorted geometry, with properties calculated with ωB97M-V/def2-TZVPD.

```
32
Properties=species:S:1:pos:R:3
C -0.236 -1.170 -0.383
C 1.097 -0.614 -0.322
C 0.996 0.792 -0.464
C 2.339 -1.390 -0.286
C -0.410 1.147 -0.557
C -1.164 -0.080 -0.574
C -2.582 -0.191 -1.081
C -0.578 -2.607 -0.544
C 2.146 1.714 -0.651
C -0.996 2.504 -0.800
W -0.389 0.112 1.597
Cl 3.398 -0.148 2.149
Cl 0.322 -1.938 2.424
Cl 0.407 2.307 2.041
H 2.154 -2.424 -0.055
H 2.907 -0.973 0.596
H 2.987 -1.274 -1.170
H 2.958 1.402 0.018
H 1.875 2.739 -0.383
H 2.547 1.738 -1.680
H -0.517 3.229 -0.135
H -2.064 2.483 -0.549
H -0.854 2.826 -1.847
H -3.159 0.626 -0.658
H -3.030 -1.119 -0.725
H -2.670 -0.139 -2.187
H 0.111 -3.200 0.042
H -0.510 -2.963 -1.581
H -1.582 -2.788 -0.174
O -2.316 -0.401 1.676
H -2.482 -0.508 2.647
F -0.702 0.309 3.613
```

Results
Total charge   -2
2S+1   3
Energy above the lowest of the compared OMol25 structures with the same formula, charge and spin   0.00 kcal per mole
Strongest force on any atom   2.118 eV/Å
E_LUMO (alpha / beta)   5.45 / 5.43 eV

Taken from the natural (NBO) analysis, the atomic charges in e are: C -0.059; C -0.034; C -0.033; C -0.739; C -0.143; C -0.113; C -0.617; C -0.649; C -0.664; C -0.637; W 1.483; Cl -0.849; Cl -0.476; Cl -0.492; H 0.206; H 0.309; H 0.184; H 0.279; H 0.219; H 0.183; H 0.244; H 0.209; H 0.182; H 0.220; H 0.226; H 0.185; H 0.238; H 0.181; H 0.217; O -1.058; H 0.462; F -0.665


Below is a molecular structure, C10H16ClCoLa at a distorted geometry, with properties calculated with ωB97M-V/def2-TZVPD.

```
29
Properties=species:S:1:pos:R:3
Co -1.510 1.805 0.559
Cl -2.272 3.275 -0.849
C -2.349 -0.039 0.619
H -1.964 -0.719 1.401
H -2.235 -0.583 -0.338
H -3.450 0.134 0.817
La 0.758 -0.247 -2.799
C 2.930 0.661 -3.429
C -0.894 -0.312 -4.695
C 1.199 -1.869 -1.488
H -1.349 -1.316 -4.736
H -1.673 0.442 -4.452
H -0.422 -0.061 -5.661
H 3.696 -0.067 -3.106
H 3.038 0.855 -4.509
H 3.088 1.605 -2.871
H 0.272 -2.497 -1.163
H 2.000 -1.735 -0.662
C 0.934 2.034 4.309
C 1.094 0.752 3.758
C 0.692 0.458 2.417
C 0.069 1.502 1.724
C 0.061 2.820 2.186
C 0.435 3.077 3.513
H 1.205 2.222 5.352
H 1.512 -0.030 4.405
H 0.851 -0.531 1.987
H -0.161 3.687 1.544
H 0.309 4.077 3.929
```

Results
Total charge   -1
2S+1   5
Energy above the lowest of the compared OMol25 structures with the same formula, charge and spin   6.39 kcal per mole
Strongest force on any atom   6.252 eV/Å
E_LUMO (alpha / beta)   2.43 / 1.60 eV

Taken from the Löwdin analysis, the atomic charges in e are: Co 0.205; Cl -0.159; C -0.275; H -0.042; H -0.058; H -0.030; La 1.593; C -0.414; C -0.411; C -0.413; H -0.073; H -0.057; H -0.069; H -0.060; H -0.060; H -0.054; H -0.031; H -0.030; C -0.134; C -0.115; C -0.124; C -0.277; C -0.199; C -0.119; H 0.085; H 0.084; H 0.078; H 0.073; H 0.087


Below is a molecular structure, C10H16KN3O3 at a distorted geometry, with properties calculated with ωB97M-V/def2-TZVPD.

```
33
Properties=species:S:1:pos:R:3
K -0.856 0.538 0.890
C -0.966 3.918 6.861
O -1.550 2.978 5.981
H 0.054 3.714 7.187
H -0.963 4.936 6.473
H -1.418 4.047 7.844
C -2.440 1.770 -6.668
N -1.960 2.745 -5.640
O -1.553 2.228 -4.604
O -1.699 3.906 -6.042
H -3.037 2.303 -7.408
H -2.984 0.866 -6.391
H -1.433 1.462 -6.950
N 4.901 -0.434 -0.115
C 4.440 0.810 -0.567
C 3.963 1.563 0.461
C 4.152 0.779 1.653
C 4.667 -0.460 1.290
H 5.320 -1.152 -0.687
H 4.577 0.909 -1.634
H 3.612 2.583 0.404
H 3.878 1.095 2.648
H 4.722 -1.335 1.920
N -3.473 -3.750 0.545
C -2.482 -4.153 1.459
C -1.299 -4.337 0.753
C -1.531 -3.963 -0.571
C -2.858 -3.646 -0.684
H -4.448 -3.622 0.772
H -2.611 -4.257 2.526
H -0.366 -4.659 1.192
H -0.849 -4.031 -1.406
H -3.507 -3.351 -1.496
```

Results
2S+1   1
Strongest force on any atom   3.094 eV/Å
E_LUMO   -1.66 eV

Taken from the natural (NBO) analysis, the atomic charges in e are: K 0.907; C -0.236; O -0.958; H 0.091; H 0.094; H 0.098; C -0.482; N 0.518; O -0.383; O -0.363; H 0.235; H 0.234; H 0.241; N -0.532; C -0.061; C -0.332; C -0.302; C -0.083; H 0.418; H 0.208; H 0.232; H 0.234; H 0.219; N -0.517; C -0.084; C -0.307; C -0.330; C -0.074; H 0.424; H 0.223; H 0.229; H 0.227; H 0.211


Below is a gas-phase ion, C10H16N (charge +1) at a distorted geometry, with properties calculated with ωB97M-V/def2-TZVPD.

```
27
Properties=species:S:1:pos:R:3
C 1.440 -0.168 -2.189
C 0.469 0.542 -1.675
C -0.728 1.191 -2.413
N 0.547 1.141 -0.366
C 1.390 2.025 -0.076
C -0.015 0.108 0.871
C 0.520 0.570 2.264
C -1.368 -0.443 0.664
C -2.688 -0.504 0.596
C -0.173 -1.337 0.461
C 0.292 -2.374 1.388
H 2.224 -0.486 -1.573
H 1.280 -0.522 -3.240
H -1.383 1.777 -1.825
H -1.259 0.295 -2.786
H -0.392 1.735 -3.212
H 1.501 2.318 0.962
H 1.934 2.542 -0.864
H 0.491 1.689 2.309
H 1.550 0.248 2.517
H -0.259 0.125 3.007
H -3.351 0.315 0.887
H -3.186 -1.257 0.057
H -0.010 -1.616 -0.576
H -0.437 -2.512 2.149
H 1.253 -2.106 1.779
H 0.356 -3.297 0.882
```

Results
Total charge   +1
2S+1   1
SMILES   C=C(C)[N+](=C)[C@@]1(C)C(=C)[C@@H]1C
Energy above the lowest of the compared OMol25 structures with the same formula, charge and spin   108.99 kcal per mole
Strongest force on any atom   4.382 eV/Å
E_LUMO   -4.18 eV

Taken from the natural (NBO) analysis, the atomic charges in e are: C -0.370; C 0.153; C -0.654; N -0.263; C 0.101; C 0.178; C -0.656; C -0.050; C -0.303; C -0.282; C -0.612; H 0.223; H 0.250; H 0.235; H 0.243; H 0.240; H 0.220; H 0.231; H 0.224; H 0.242; H 0.275; H 0.217; H 0.221; H 0.252; H 0.228; H 0.218; H 0.239


Below is C10H16N2 in the gas phase at a distorted geometry, with properties calculated with ωB97M-V/def2-TZVPD.

```
28
Properties=species:S:1:pos:R:3
C -3.432 0.419 -0.113
C -2.413 -0.444 0.006
C -1.036 -0.048 0.496
C -0.344 -1.112 1.410
C 0.975 -1.470 0.750
N 0.334 -2.168 -0.411
N -0.129 -1.381 -1.225
C 0.005 -0.054 -0.697
C -0.298 1.005 -1.686
C 1.379 -0.071 0.086
C 2.586 -0.003 -0.770
C 1.440 1.083 1.139
H -4.444 0.115 -0.372
H -3.371 1.416 0.084
H -2.394 -1.554 -0.102
H -1.034 0.920 0.965
H -0.293 -0.785 2.435
H -0.998 -1.983 1.443
H 1.597 -2.202 1.272
H 0.370 1.039 -2.505
H -0.292 2.005 -1.247
H -1.350 1.074 -2.153
H 2.652 0.949 -1.208
H 2.669 -0.861 -1.596
H 3.551 -0.134 -0.276
H 1.750 1.930 0.598
H 2.074 1.084 2.002
H 0.446 1.231 1.677
```

Results
2S+1   1
SMILES   C=C[C@H]1C[C@H]2N=N[C@]1(C)C2(C)C
Energy above the lowest of the compared OMol25 structures with the same formula, charge and spin   52.14 kcal per mole
Strongest force on any atom   4.038 eV/Å
E_LUMO   0.80 eV

Taken from the natural (NBO) analysis, the atomic charges in e are: C -0.397; C -0.163; C -0.257; C -0.422; C -0.132; N -0.109; N -0.146; C 0.066; C -0.640; C -0.032; C -0.624; C -0.626; H 0.200; H 0.186; H 0.215; H 0.219; H 0.224; H 0.223; H 0.231; H 0.220; H 0.214; H 0.242; H 0.213; H 0.223; H 0.223; H 0.210; H 0.225; H 0.213


Below is 2 unconnected molecules or ions with the total composition C10H16N2 at a distorted geometry, with properties calculated with ωB97M-V/def2-TZVPD.

```
28
Properties=species:S:1:pos:R:3
H 0.692 2.240 -1.982
N 0.342 2.537 -1.108
C 0.548 1.774 -0.109
C 0.270 2.372 1.246
C 1.144 0.438 -0.163
C 1.407 0.076 -1.435
N 1.588 -0.415 -2.516
C 1.631 -0.476 0.988
C 2.642 -1.503 0.480
H 1.255 2.795 1.578
H -0.215 3.334 1.073
H -0.096 1.679 2.030
H 0.761 -0.603 -3.180
H 2.194 0.100 1.764
H 0.778 -1.118 1.286
H 3.491 -1.044 -0.003
H 3.075 -2.005 1.287
H 2.108 -2.242 -0.052
C -1.506 -2.024 -1.531
C -1.851 -0.958 -0.799
C -2.306 0.089 -0.071
C -3.045 -0.203 1.174
H -0.524 -2.470 -1.547
H -2.224 -2.393 -2.321
H -2.287 1.099 -0.383
H -3.025 0.621 1.916
H -2.730 -1.315 1.564
H -4.116 -0.383 0.815
```

Results
2S+1   1
SMILES   [H]/N=C(/C)C(=C=N)CC.C=C=CC
Energy above the lowest of the compared OMol25 structures with the same formula, charge and spin   93.15 kcal per mole
Strongest force on any atom   3.844 eV/Å
E_LUMO   0.75 eV

Taken from the natural (NBO) analysis, the atomic charges in e are: H 0.329; N -0.686; C 0.326; C -0.689; C -0.340; C 0.528; N -0.650; C -0.395; C -0.601; H 0.232; H 0.249; H 0.223; H 0.412; H 0.221; H 0.218; H 0.211; H 0.210; H 0.203; C -0.526; C 0.102; C -0.290; C -0.637; H 0.217; H 0.223; H 0.240; H 0.225; H 0.222; H 0.223